A cluster of 2 separate species, H3NO3PS in total. Source: the Open Molecules 2025 dataset; level of theory: wB97M-V/def2-TZVPD.

Results
- gap between HOMO and LUMO (spin up / spin down) (Eh) = 0.1827 / 0.2593
- E (a.u.) = -1021.70793
- maximum force (Eh/bohr) = 0.0849
- spin multiplicity = 3
- ⟨S²⟩ = 2.007
- relative energy (zero: lowest compared OMol25 entry of this formula, charge and spin) (kJ/mol) = 32.8
- HOMO energy (spin up / spin down) (eV) = -0.987 / -4.883
- net charge = -1
- lowest unoccupied orbital energy (spin up / spin down) (eV) = 3.98 / 2.17

Geometry (Å):
1 N 0.86642 -0.30902 -1.00902
2 O -1.69526 0.30995 1.92858
3 O 0.64304 0.77752 1.51299
4 O -0.28468 -1.47523 1.16542
5 P -0.73534 -0.02649 -0.92969
6 S -0.50528 -0.02063 1.24577
7 H 1.23877 -0.72309 -1.87723
8 H 1.58899 -0.25589 -0.33956
9 H -1.11666 1.72287 -1.69726

=====

The molecule H3NO3Si. Source: the Open Molecules 2025 dataset; level of theory: wB97M-V/def2-TZVPD.

Results
- gap between HOMO and LUMO (Eh) = 0.3958
- E (a.u.) = -571.71400
- maximum force (Eh/bohr) = 0.0453
- SMILES = O=[N+]([O-])[SiH2]O
- spin multiplicity = 1
- relative energy (zero: lowest compared OMol25 entry of this formula, charge and spin) (kJ/mol) = 0.0
- HOMO energy (eV) = -10.503
- lowest unoccupied orbital energy (eV) = 0.27

Geometry (Å):
1 O -1.39182 1.06084 0.29415
2 N -1.19633 -0.08947 0.02749
3 O -2.02600 -0.88582 -0.29249
4 Si 0.64154 -0.49299 0.06883
5 O 1.34574 0.80392 -0.64870
6 H 0.75564 -1.74982 -0.67597
7 H 0.76023 -0.36077 1.54336
8 H 1.11100 1.71412 -0.31667

=====

The molecule H3NO7Si. Source: the Open Molecules 2025 dataset; level of theory: wB97M-V/def2-TZVPD.

Results
- gap between HOMO and LUMO (Eh) = 0.4385
- E (a.u.) = -872.69596
- maximum force (Eh/bohr) = 0.0787
- SMILES = O=[N+]([O-])OO[Si](O)(O)O
- spin multiplicity = 1
- relative energy (zero: lowest compared OMol25 entry of this formula, charge and spin) (kJ/mol) = 0.0
- HOMO energy (eV) = -11.672
- lowest unoccupied orbital energy (eV) = 0.26

Geometry (Å):
1 O 3.34635 0.76723 0.61137
2 N 3.45235 -0.28432 0.09552
3 O 4.29717 -1.07203 0.21507
4 O 2.56187 -0.62760 -0.97254
5 O 1.56027 0.28780 -1.15813
6 Si 0.22313 0.08284 -0.21883
7 O -0.97485 0.27612 -1.30138
8 O 0.44887 -1.33751 0.48955
9 O 0.21275 1.33960 0.86315
10 H -1.04787 1.01206 -1.84585
11 H 0.29215 -2.23885 0.07785
12 H 0.94593 1.39243 1.39917

=====

The ion H3NOP with charge -1. Source: the Open Molecules 2025 dataset; level of theory: wB97M-V/def2-TZVPD.

Results
- gap between HOMO and LUMO (Eh) = 0.2938
- E (a.u.) = -473.04899
- maximum force (Eh/bohr) = 0.0506
- spin multiplicity = 1
- relative energy (zero: lowest compared OMol25 entry of this formula, charge and spin) (kJ/mol) = 363.3
- HOMO energy (eV) = -2.729
- net charge = -1
- lowest unoccupied orbital energy (eV) = 5.27

Geometry (Å):
1 N 0.85587 0.77655 0.10641
2 O 2.03127 -0.15170 -0.09419
3 P 0.15176 -0.73420 0.20026
4 H 0.80080 1.03712 1.05930
5 H -0.17047 -0.94640 -1.25166
6 H -1.24115 -0.06151 0.15692

=====

A cluster of 2 separate species, H3NOS in total. Source: the Open Molecules 2025 dataset; level of theory: wB97M-V/def2-TZVPD.

Results
- gap between HOMO and LUMO (spin up / spin down) (Eh) = 0.3682 / 0.3329
- E (a.u.) = -529.83690
- maximum force (Eh/bohr) = 0.0261
- spin multiplicity = 3
- ⟨S²⟩ = 2.008
- relative energy (zero: lowest compared OMol25 entry of this formula, charge and spin) (kJ/mol) = 200.1
- HOMO energy (spin up / spin down) (eV) = -9.226 / -10.452
- lowest unoccupied orbital energy (spin up / spin down) (eV) = 0.79 / -1.39

Geometry (Å):
1 N 1.55894 0.19276 -0.25578
2 O -0.80246 -0.56523 0.01364
3 S -1.91348 0.40358 -0.01031
4 H 1.39592 0.02540 -1.24229
5 H 1.93989 -0.66015 0.14907
6 H -2.17882 0.60364 1.34567

=====

The ion H3O with charge +1. Source: the Open Molecules 2025 dataset; level of theory: wB97M-V/def2-TZVPD.

Results
- gap between HOMO and LUMO (Eh) = 0.6154
- E (a.u.) = -76.68972
- maximum force (Eh/bohr) = 0.0676
- spin multiplicity = 1
- relative energy (zero: lowest compared OMol25 entry of this formula, charge and spin) (kJ/mol) = 35.5
- HOMO energy (eV) = -22.803
- net charge = +1
- lowest unoccupied orbital energy (eV) = -6.06

Geometry (Å):
1 O -0.08858 0.05165 -0.16406
2 H 0.61008 0.62582 0.19947
3 H -0.94779 0.02976 0.49116
4 H 0.42629 -0.70723 -0.52657

=====

The molecule H3O3P. Source: the Open Molecules 2025 dataset; level of theory: wB97M-V/def2-TZVPD.

Results
- gap between HOMO and LUMO (Eh) = 0.3787
- E (a.u.) = -568.92810
- maximum force (Eh/bohr) = 0.0536
- SMILES = OP(O)O
- spin multiplicity = 1
- relative energy (zero: lowest compared OMol25 entry of this formula, charge and spin) (kJ/mol) = 26.3
- HOMO energy (eV) = -9.499
- lowest unoccupied orbital energy (eV) = 0.81

Geometry (Å):
1 O -0.47003 -1.29776 -0.50480
2 P 0.43512 0.11496 -0.37247
3 O -0.84699 1.21777 -0.47388
4 O 0.55239 0.15818 1.30107
5 H 0.03700 -2.07487 -0.25841
6 H -1.20845 1.62108 -1.33848
7 H 1.50097 0.26063 1.64698

=====

The molecule H3O4P. Source: the Open Molecules 2025 dataset; level of theory: wB97M-V/def2-TZVPD.

Results
- gap between HOMO and LUMO (Eh) = 0.3657
- E (a.u.) = -643.88134
- maximum force (Eh/bohr) = 0.0770
- SMILES = OOPOO
- spin multiplicity = 1
- relative energy (zero: lowest compared OMol25 entry of this formula, charge and spin) (kJ/mol) = 472.6
- HOMO energy (eV) = -9.809
- lowest unoccupied orbital energy (eV) = 0.14

Geometry (Å):
1 O -0.75932 1.59719 0.67665
2 O -0.79320 0.22356 1.05537
3 P 0.55717 -0.52880 1.27751
4 O 1.31719 -0.28268 -0.61992
5 O 0.08847 -0.07589 -1.30570
6 H -0.30794 1.49919 -0.21973
7 H -0.18321 -1.70975 1.16021
8 H 0.08084 -0.72283 -2.02438

=====

Question: The highest E belongs to which entry?
Answer: H3O